{
  "formula": "C13H32BeO3SSi",
  "method": "the ωB97M-V functional and the def2-TZVPD basis",
  "orbital_gap_ev": [7.91, 4.65],
  "e_lumo_ev": [-1.404, -1.160],
  "e_homo_ev": [-9.3125, -5.8134],
  "species": ["Be", "C", "H", "H", "H", "H", "H", "C", "C", "C", "C", "O", "Si", "S", "O", "C", "C", "C", "C", "O", "C", "C", "C", "C", "H", "H", "H", "H", "H", "H", "H", "H", "H", "H", "H", "H", "H", "H", "H", "H", "H", "H", "H", "H", "H", "H", "H", "H", "H", "H", "H"],
  "coordinates": [[-0.14, -1.03, -2.53], [-3.18, 2.09, -3.24], [-2.85, 1.08, -3.47], [-2.80, 2.29, -2.21], [-2.52, 2.86, -3.87], [-4.21, 1.92, -3.31], [-5.01, 5.08, -4.46], [0.33, 2.81, -1.49], [1.49, 1.83, -1.31], [2.38, 1.52, -2.51], [1.96, 1.69, 0.12], [0.38, -0.03, -1.55], [-0.48, -0.72, -0.24], [-1.67, -1.95, -1.53], [0.67, -1.50, 0.76], [1.69, -2.50, 0.48], [0.91, -3.82, 0.40], [2.39, -2.27, -0.88], [2.75, -2.62, 1.56], [-1.06, 0.37, 0.94], [-1.61, 0.23, 2.38], [-2.53, -0.98, 2.33], [-0.44, -0.03, 3.34], [-2.48, 1.46, 2.75], [0.56, 3.92, -1.45], [-0.37, 2.57, -0.67], [-0.18, 2.61, -2.43], [3.19, 2.24, -2.76], [2.85, 0.54, -2.39], [1.72, 1.47, -3.40], [1.01, 1.67, 0.70], [2.40, 0.70, 0.25], [2.65, 2.45, 0.58], [0.12, -3.75, -0.36], [1.58, -4.65, 0.16], [0.48, -3.99, 1.38], [2.91, -1.29, -0.92], [3.16, -3.05, -0.99], [1.72, -2.38, -1.76], [3.38, -1.72, 1.63], [2.32, -2.84, 2.53], [3.41, -3.45, 1.29], [-1.91, -1.85, 2.16], [-3.11, -1.13, 3.25], [-3.22, -0.85, 1.48], [0.29, 0.80, 3.36], [-0.77, -0.23, 4.38], [0.07, -0.93, 2.95], [-1.93, 2.41, 2.85], [-3.28, 1.61, 2.01], [-3.01, 1.37, 3.72]]
}


{
  "formula": "C8H24BeN2O14",
  "method": "the ωB97M-V functional and the def2-TZVPD basis",
  "spin_multiplicity": 2,
  "orbital_gap_ev": [4.61, 6.98],
  "e_lumo_ev": [2.369, 2.310],
  "e_homo_ev": [-2.2402, -4.6746],
  "s2": 0.75,
  "total_charge": -1,
  "species": ["Be", "N", "O", "O", "O", "N", "O", "O", "O", "C", "C", "O", "O", "H", "H", "H", "H", "H", "H", "C", "C", "O", "O", "H", "H", "H", "H", "H", "H", "C", "C", "O", "O", "H", "H", "H", "H", "H", "H", "C", "C", "O", "O", "H", "H", "H", "H", "H", "H"],
  "coordinates": [[0.03, -0.36, 0.42], [-3.11, -2.10, 1.58], [-3.74, -1.54, 2.46], [-2.08, -1.56, 1.16], [-3.55, -3.15, 1.11], [2.12, 2.81, 0.27], [3.19, 3.03, 0.82], [1.90, 3.31, -0.82], [1.36, 2.05, 0.75], [-1.10, 0.51, 3.46], [0.37, 0.06, 3.72], [0.82, -0.97, 2.78], [-1.23, 1.06, 2.15], [-1.37, 1.28, 4.19], [-1.69, -0.39, 3.61], [0.41, -0.41, 4.70], [1.07, 0.90, 3.76], [1.75, -1.17, 2.94], [-1.99, 1.66, 2.19], [-1.52, 2.83, -0.94], [-1.40, 3.29, -2.38], [-2.70, 3.43, -2.92], [-1.40, 1.43, -0.66], [-2.42, 3.26, -0.51], [-0.69, 3.21, -0.33], [-0.83, 2.62, -3.02], [-0.93, 4.28, -2.41], [-2.79, 2.89, -3.71], [-2.26, 1.08, -0.92], [0.63, -0.92, -2.73], [-0.89, -1.14, -2.70], [-1.22, -1.71, -1.45], [1.01, 0.19, -1.91], [0.77, -0.78, -3.81], [1.31, -1.76, -2.54], [-1.08, -1.89, -3.47], [-1.54, -0.31, -2.98], [-1.96, -2.27, -1.69], [1.58, 0.75, -2.44], [3.21, -1.93, 0.58], [2.28, -3.02, 0.07], [0.83, -2.77, 0.26], [2.74, -0.63, 0.31], [4.21, -2.16, 0.22], [3.23, -2.04, 1.66], [2.48, -3.97, 0.56], [2.43, -3.16, -1.00], [0.38, -3.54, -0.09], [3.40, -0.27, -0.29]]
}


{
  "formula": "H12O5S",
  "method": "the ωB97M-V functional and the def2-TZVPD basis",
  "orbital_gap_ev": 10.13,
  "e_lumo_ev": 0.389,
  "e_homo_ev": -9.7430,
  "smiles": "O.O.O.O.O.S",
  "species": ["O", "H", "H", "O", "H", "H", "O", "H", "H", "O", "H", "H", "O", "H", "H", "S", "H", "H"],
  "coordinates": [[-1.97, -0.86, 1.29], [-1.74, -0.71, 0.36], [-2.59, -0.14, 1.46], [0.27, 0.47, 1.91], [-0.46, -0.19, 1.96], [1.04, -0.09, 1.76], [-0.75, 1.87, -0.19], [-0.52, 2.80, -0.20], [-0.33, 1.53, 0.64], [0.80, -1.99, 0.03], [1.23, -2.82, -0.09], [0.10, -1.51, -0.42], [-1.33, -0.49, -1.45], [-0.95, 0.40, -1.35], [-0.83, -1.12, -1.98], [2.59, 0.91, -1.86], [2.25, 0.15, -0.81], [3.19, 1.81, -1.06]]
}


{
  "formula": "CH6NO2P",
  "method": "the ωB97M-V functional and the def2-TZVPD basis",
  "orbital_gap_ev": 10.25,
  "e_lumo_ev": 0.612,
  "e_homo_ev": -9.6420,
  "smiles": "C=N.OPO",
  "species": ["C", "N", "H", "H", "H", "O", "P", "O", "H", "H", "H"],
  "coordinates": [[-1.88, 0.01, 0.13], [-2.42, -0.89, -0.55], [-2.13, 0.01, 1.22], [-1.00, 0.66, -0.13], [-1.91, -0.87, -1.47], [1.38, -0.33, 0.87], [1.49, 1.02, -0.10], [2.30, 0.37, -1.37], [0.54, -0.77, 0.57], [2.51, 1.43, 0.83], [2.71, -0.44, -1.16]]
}


{
  "formula": "C6H14NOPS2",
  "method": "the ωB97M-V functional and the def2-TZVPD basis",
  "spin_multiplicity": 3,
  "orbital_gap_ev": [7.85, 5.59],
  "e_lumo_ev": [0.635, -3.254],
  "e_homo_ev": [-7.2131, -8.8444],
  "s2": 2.02,
  "species": ["C", "C", "C", "C", "C", "C", "N", "O", "P", "S", "S", "H", "H", "H", "H", "H", "H", "H", "H", "H", "H", "H", "H", "H", "H"],
  "coordinates": [[-2.09, -0.08, -0.43], [-1.28, -0.69, -1.44], [-0.56, 0.10, -2.51], [-1.39, -2.14, -1.66], [2.61, 1.81, 1.68], [1.12, 1.85, 2.08], [0.87, -1.05, 0.01], [0.38, 1.09, 1.23], [0.24, -0.54, 1.35], [0.88, -1.18, 3.16], [-1.83, -0.92, 1.29], [-2.12, 0.97, -0.38], [-3.14, -0.28, -0.58], [-0.69, -0.39, -3.45], [0.51, 0.11, -2.39], [-0.86, 1.09, -2.73], [-2.38, -2.56, -1.30], [-0.52, -2.59, -1.20], [-1.33, -2.40, -2.79], [2.56, 1.90, 0.56], [3.00, 2.73, 2.27], [2.95, 0.82, 2.09], [0.79, 2.87, 2.12], [1.16, 1.51, 3.11], [1.11, -2.02, -0.08]]
}


{
  "formula": "C8H28N2O6",
  "method": "the ωB97M-V functional and the def2-TZVPD basis",
  "orbital_gap_ev": 9.74,
  "e_lumo_ev": 0.413,
  "e_homo_ev": -9.3305,
  "smiles": "NC(N)=O.CCO.CCO.CO.CO.CO",
  "species": ["N", "C", "N", "O", "H", "H", "H", "H", "C", "C", "O", "H", "H", "H", "H", "H", "H", "C", "C", "O", "H", "H", "H", "H", "H", "H", "C", "O", "H", "H", "H", "H", "C", "O", "H", "H", "H", "H", "C", "O", "H", "H", "H", "H"],
  "coordinates": [[-6.94, -5.57, 16.58], [-5.94, -5.33, 15.72], [-6.31, -4.47, 14.78], [-4.90, -5.98, 15.68], [-6.92, -6.43, 17.11], [-7.75, -4.96, 16.56], [-7.23, -4.12, 15.01], [-5.62, -4.11, 14.15], [-2.72, 1.04, 13.67], [-2.91, 1.12, 12.08], [-3.99, 0.31, 11.71], [-3.55, 0.59, 14.22], [-2.63, 2.05, 14.07], [-1.79, 0.60, 14.02], [-2.05, 0.62, 11.65], [-2.98, 2.08, 11.58], [-4.77, 0.51, 12.23], [-4.60, -8.12, 12.37], [-4.04, -6.72, 12.45], [-3.30, -6.53, 13.64], [-5.21, -8.17, 11.47], [-5.24, -8.41, 13.20], [-3.81, -8.87, 12.40], [-4.82, -5.96, 12.46], [-3.38, -6.56, 11.60], [-4.00, -6.27, 14.24], [-3.22, -2.99, 12.85], [-4.61, -2.70, 12.94], [-2.99, -3.80, 13.54], [-2.94, -3.39, 11.87], [-2.51, -2.20, 13.08], [-4.75, -2.02, 12.28], [-3.17, -2.78, 16.64], [-2.64, -3.60, 17.63], [-2.74, -1.79, 16.53], [-2.81, -3.20, 15.70], [-4.25, -2.64, 16.62], [-3.05, -4.46, 17.51], [-0.33, -1.87, 10.86], [0.39, -3.09, 10.81], [-0.06, -1.12, 10.12], [-1.42, -1.87, 10.88], [0.10, -1.17, 11.58], [0.55, -3.47, 11.68]]
}


Quick rundown of energy, same order as above: -1442.662659; -1496.448704; -781.569656; -588.263084; -1504.628757; -882.463939 Ha
Quick rundown of molar mass, same order as above: 305.56; 381.29; 124.16; 95.04; 211.29; 248.32 g mol⁻¹